The following is a DFT calculation (wB97M-V/def2-TZVPD) of 3 unconnected molecules or ions with the total composition C11H14BrO2 in a non-equilibrium geometry.

Positions of all 28 atoms, in Å:
C 1.4085 0.1086 3.1561
C 1.3661 1.1120 2.2072
C 0.8195 -1.0927 2.9474
C 0.6097 0.8739 1.0542
C 4.4809 -1.9230 1.5913
C 0.0691 -1.4037 1.8197
C -0.0284 -0.3905 0.8596
C 0.1949 -0.5586 -1.6481
C -1.8978 0.3301 -0.5746
C -1.3830 -2.1119 -0.5927
C -0.7648 -0.7220 -0.4442
O 4.6503 -2.7217 0.7719
O 4.1744 -1.1351 2.3797
Br -5.5225 -0.2075 0.1989
H 1.9461 0.2748 4.0289
H 1.8743 2.1256 2.2744
H 1.0612 -1.8814 3.6993
H 0.3151 1.4631 0.3097
H -0.4120 -2.2848 1.5838
H -0.3057 -0.3539 -2.5428
H 0.7704 -1.5214 -1.7314
H 0.8060 0.2832 -1.3556
H -2.8746 -0.1296 -0.2966
H -1.7336 1.1595 0.0914
H -1.8248 0.8154 -1.6195
H -1.8814 -2.3269 -1.5318
H -2.2782 -2.3791 0.0672
H -0.6799 -3.0210 -0.2622

Energy above the lowest of the compared OMol25 structures with the same formula, charge and spin in eV: 0.0000
HOMO in eV: -3.6
Total energy in Ha: -3152.11332
Total charge: -1

Here are the natural (NBO) charges for atoms 1 to 2, given in e: -0.245, -0.200